A cluster of 2 separate species, CHNO3S2 in total at a distorted geometry. Source: OMol25; level of theory: wB97M-V/def2-TZVPD.

Values from the calculation:
Maximum force   2.8 eV/A
HOMO level (alpha / beta)   0.091 / -0.342 eV
Calculated total energy   -30350.885 eV
Net charge   -2
Relative energy (zero: lowest compared OMol25 entry of this formula, charge and spin)   95.9 kcal per mole
LUMO energy (alpha / beta)   0.22502 / 0.22181 Eh

CARTESIAN COORDINATES (ANGSTROEM)
C 1.52479 -0.12478 0.12927
N 0.40183 0.01389 0.76610
O -2.06854 0.08583 1.08722
O 1.81718 -0.19076 -1.06426
O -1.49961 2.20027 -1.09884
S -1.26222 -1.71467 -0.86417
S -1.10512 0.07517 -0.00582
H 2.19169 -0.34495 1.05050